## w
This record from the Open Molecules 2025 dataset describes one molecule with the formula C4H7FS. The level of theory is wB97M-V/def2-TZVPD.

Output
SMILES	C=C(F)CSC
HOMO energy	-9.126	eV

Geometry (Å):
C (1.12, 0.52, 2.27)
C (0.11, 0.63, 1.35)
F (-0.83, 1.43, 2.12)
C (-0.47, -0.02, 0.07)
S (-0.20, 1.12, -1.32)
C (-0.33, -0.64, -2.24)
H (1.36, 1.20, 2.97)
H (1.84, -0.17, 1.74)
H (0.28, -0.80, -0.19)
H (-1.47, -0.25, 0.15)
H (0.64, -1.32, -2.11)
H (-0.96, -0.45, -3.36)
H (-1.10, -1.25, -1.45)

=====

## x
This record from the Open Molecules 2025 dataset describes one molecule with the formula C4H7FS. The level of theory is wB97M-V/def2-TZVPD.

Output
SMILES	FC1(CS)CC1
HOMO energy	-9.226	eV

Geometry (Å):
F (-0.38, -1.15, -1.48)
C (0.33, -0.56, -0.41)
C (-0.47, -0.38, 0.81)
S (-1.16, 1.32, 0.99)
C (1.76, -1.05, -0.18)
C (1.45, 0.43, -0.71)
H (-1.35, -0.99, 0.61)
H (-0.08, -0.56, 1.75)
H (-2.25, 1.25, 0.18)
H (2.14, -1.59, -1.06)
H (2.09, -1.27, 0.83)
H (1.57, 0.54, -1.78)
H (1.47, 1.37, -0.14)

=====

## y
This record from the Open Molecules 2025 dataset describes one molecule with the formula C4H7FS. The level of theory is wB97M-V/def2-TZVPD.

Output
SMILES	FC1(CS)CC1
HOMO energy	-9.192	eV

Geometry (Å):
F (-0.42, -0.24, -1.67)
C (-0.20, 0.05, -0.34)
C (1.06, -0.58, 0.20)
S (1.20, -2.38, 0.01)
C (-0.51, 1.47, 0.09)
C (-1.43, 0.33, 0.43)
H (1.93, -0.15, -0.28)
H (1.13, -0.34, 1.24)
H (1.77, -2.36, -1.17)
H (-0.83, 2.05, -0.72)
H (0.10, 1.88, 0.80)
H (-2.33, 0.18, -0.09)
H (-1.45, 0.10, 1.50)

=====

## z
This record from the Open Molecules 2025 dataset describes one molecule with the formula C4H7FS. The level of theory is wB97M-V/def2-TZVPD.

Output
SMILES	FCCCC=S
HOMO energy	-8.762	eV

Geometry (Å):
F (-1.94, -1.59, -0.28)
C (-1.77, -0.25, 0.01)
C (-0.50, 0.38, -0.27)
C (0.61, -0.34, 0.43)
C (1.90, 0.23, -0.26)
S (3.39, -0.87, -0.16)
H (-2.29, 0.36, -0.82)
H (-2.06, 0.26, 0.88)
H (-0.04, 0.33, -1.39)
H (-0.36, 1.54, 0.03)
H (0.78, 0.05, 1.51)
H (0.49, -1.54, 0.70)
H (1.79, 1.44, -0.38)

=====

Ordering by calculated energy gives the sequence y, x, w, z, with the first entry being the most stable.

=====

## w
This record from the Open Molecules 2025 dataset describes a 2-piece molecular cluster, C2H4BrFO overall. The level of theory is wB97M-V/def2-TZVPD.

Output
HOMO energy	-8.680	eV

Geometry (Å):
C (0.61, 0.65, 0.35)
C (-0.52, 0.63, -0.56)
O (-0.66, -2.05, -0.33)
F (0.54, -2.13, 0.33)
Br (-2.22, 1.22, 0.02)
H (0.28, 0.88, 1.39)
H (1.08, -0.38, 0.49)
H (1.35, 1.24, -0.23)
H (-0.47, -0.06, -1.47)

=====

## x
This record from the Open Molecules 2025 dataset describes a 2-piece molecular cluster, C2H4BrFO overall. The level of theory is wB97M-V/def2-TZVPD.

Output
HOMO energy (spin up / spin down)	-10.130 / -8.823	eV

Geometry (Å):
C (-0.93, 0.10, 0.21)
C (0.18, 0.18, -0.74)
O (1.97, -0.71, 0.48)
F (1.69, -0.28, 1.73)
Br (0.18, -0.74, -2.29)
H (-1.22, 1.08, 0.60)
H (-1.93, -0.14, -0.28)
H (-0.72, -0.46, 1.00)
H (0.78, 0.98, -0.71)

=====

Ordering by calculated energy gives the sequence x, w, with the first entry being the most stable.

=====

## w
This record from the Open Molecules 2025 dataset describes one molecule with the formula C19H17ClF2N4O3. The level of theory is wB97M-V/def2-TZVPD.

Output
SMILES	COCCOc1nc(-c2ccc(F)c(F)c2)n(-c2ccc(NC(=O)CCl)cc2)n1
HOMO energy	-8.501	eV

Geometry (Å):
C (6.79, -2.10, -1.63)
O (6.15, -1.27, -2.71)
C (4.95, -0.57, -2.29)
C (3.77, -1.40, -2.82)
O (2.63, -0.47, -3.07)
C (1.91, -0.21, -1.89)
N (2.20, -0.43, -0.60)
C (1.01, -0.24, -0.01)
C (1.09, -0.07, 1.56)
C (2.39, -0.16, 2.23)
C (2.40, -0.19, 3.62)
C (1.22, -0.21, 4.42)
F (1.35, -0.43, 5.76)
C (0.01, -0.18, 3.82)
F (-1.08, -0.06, 4.55)
C (-0.11, -0.14, 2.41)
N (0.04, -0.12, -0.99)
C (-1.31, 0.12, -0.79)
C (-1.65, 1.32, -0.12)
C (-2.97, 1.64, 0.07)
C (-4.08, 0.78, -0.38)
N (-5.43, 0.89, 0.08)
C (-6.03, 2.13, 0.16)
O (-5.37, 3.10, -0.19)
C (-7.54, 2.30, 0.43)
Cl (-8.20, 1.13, 1.71)
C (-3.71, -0.34, -1.17)
C (-2.40, -0.58, -1.46)
N (0.63, -0.06, -2.18)
H (7.03, -3.04, -2.15)
H (7.74, -1.63, -1.36)
H (6.24, -2.39, -0.86)
H (4.80, -0.60, -1.19)
H (5.08, 0.49, -2.57)
H (3.49, -2.20, -2.14)
H (3.97, -1.75, -3.83)
H (3.38, -0.16, 1.82)
H (3.26, -0.35, 4.21)
H (-1.12, -0.34, 2.01)
H (-0.87, 1.99, 0.37)
H (-3.11, 2.56, 0.68)
H (-6.07, 0.02, 0.08)
H (-7.71, 3.39, 0.66)
H (-8.07, 2.19, -0.53)
H (-4.49, -0.91, -1.62)
H (-2.21, -1.43, -2.13)

=====

## x
This record from the Open Molecules 2025 dataset describes one molecule with the formula C19H17ClF2N4O3. The level of theory is wB97M-V/def2-TZVPD.

Output
SMILES	COCCOc1nc(-c2ccc(F)c(F)c2)n(-c2ccc(NC(=O)CCl)cc2)n1
HOMO energy	-8.974	eV

Geometry (Å):
C (-1.97, -0.58, -6.38)
O (-1.90, -1.93, -6.13)
C (-1.90, -2.25, -4.77)
C (-0.48, -2.29, -4.11)
O (-0.62, -2.99, -2.86)
C (0.04, -2.42, -1.81)
N (0.64, -1.15, -1.74)
C (1.09, -1.10, -0.55)
C (1.86, 0.04, 0.12)
C (1.74, 1.32, -0.48)
C (2.32, 2.47, 0.14)
C (3.15, 2.35, 1.32)
F (3.65, 3.44, 1.84)
C (3.31, 1.12, 1.94)
F (4.10, 1.10, 3.06)
C (2.66, 0.01, 1.38)
N (0.93, -2.25, 0.17)
C (0.49, -2.13, 1.52)
C (-0.77, -1.57, 1.62)
C (-1.22, -1.16, 2.88)
C (-0.58, -1.64, 4.05)
N (-1.04, -1.20, 5.30)
C (-0.37, -0.63, 6.42)
O (0.79, -0.93, 6.68)
C (-1.13, 0.43, 7.27)
Cl (-2.74, 0.80, 6.69)
C (0.48, -2.60, 3.85)
C (1.13, -2.69, 2.61)
N (0.27, -3.11, -0.72)
H (-1.30, -0.33, -7.24)
H (-1.68, 0.00, -5.49)
H (-3.01, -0.28, -6.57)
H (-2.28, -3.32, -4.63)
H (-2.55, -1.59, -4.25)
H (0.10, -2.78, -4.89)
H (-0.16, -1.15, -4.06)
H (0.93, 1.55, -1.20)
H (2.08, 3.39, -0.37)
H (2.84, -0.97, 1.84)
H (-1.32, -1.25, 0.70)
H (-2.02, -0.46, 2.97)
H (-1.90, -0.72, 5.27)
H (-0.53, 1.36, 7.29)
H (-1.14, 0.01, 8.31)
H (1.12, -2.95, 4.65)
H (2.03, -3.23, 2.39)

=====

Ordering by calculated energy gives the sequence x, w, with the first entry being the most stable.

=====

## w
This record from the Open Molecules 2025 dataset describes one molecule with the formula C2H3N5O. The level of theory is wB97M-V/def2-TZVPD.

Output
SMILES	[H]/N=c1/nn[nH]/c(=N\[H])o1
HOMO energy	-10.229	eV

Geometry (Å):
H (1.61, -2.07, 0.26)
N (2.24, -1.12, -0.07)
C (1.11, -0.39, -0.04)
N (1.43, 1.04, -0.19)
N (0.33, 1.72, 0.11)
N (-0.92, 1.08, -0.06)
C (-1.27, -0.18, 0.12)
N (-2.35, -0.93, -0.26)
H (-3.26, -0.45, 0.01)
O (-0.09, -1.04, 0.25)
H (-1.76, 1.73, 0.52)

=====

## x
This record from the Open Molecules 2025 dataset describes C2H3N5O as an isolated structure. The level of theory is wB97M-V/def2-TZVPD.

Output
HOMO energy	-10.021	eV

Geometry (Å):
C (1.23, 0.34, 0.12)
C (-0.25, 0.21, -0.18)
H (1.84, -1.54, -0.20)
H (3.06, -0.51, -0.30)
H (-3.19, -0.75, -0.09)
N (2.04, -0.59, 0.56)
N (-0.90, 1.47, 0.22)
N (-2.13, 1.08, 0.25)
N (-2.19, -0.33, 0.19)
N (-1.04, -0.92, -0.32)
O (1.53, 1.55, -0.24)

=====

Ordering by calculated energy gives the sequence x, w, with the first entry being the most stable.